[1]
Below is C37H33Cl3CsN6O4S2 as an isolated structure, with properties calculated with the ωB97M-V functional and the def2-TZVPD basis.

Properties
HOMO (spin up / spin down): -1.17 / -2.06 eV
Orbital gap (spin up / spin down): 5.005 / 5.892 eV
Charge: -2
LUMO level (spin up / spin down): 3.84 / 3.83 eV
Spin multiplicity: 2

```
86
C37H33Cl3CsN6O4S2 the ωB97M-V functional and the def2-TZVPD basis
Cs -0.303 1.339 -0.298
O 3.940 3.449 -0.250
C 2.787 2.972 -0.164
N 2.096 2.280 -1.027
C 2.805 1.894 -2.211
C 2.262 0.649 -2.850
C 2.643 0.307 -4.152
C 2.194 -0.875 -4.704
C 1.369 -1.695 -3.948
C 1.026 -1.267 -2.676
N 1.454 -0.134 -2.149
C 2.030 3.216 1.123
C 1.912 4.507 1.638
C 1.278 4.699 2.849
C 0.806 3.586 3.531
C 0.990 2.344 2.950
N 1.572 2.158 1.779
H 3.867 1.710 -1.966
H 2.815 2.702 -2.963
H 3.293 0.960 -4.716
H 2.491 -1.163 -5.707
H 1.017 -2.641 -4.335
H 0.398 -1.874 -2.036
H 2.315 5.328 1.064
H 1.152 5.691 3.269
H 0.301 3.679 4.481
H 0.671 1.441 3.460
S -1.774 -2.969 0.460
C -1.088 -4.090 1.529
N -1.935 -4.739 2.428
C -1.343 -5.629 3.390
C -0.180 -6.393 2.752
N 0.774 -5.454 2.236
C 2.100 -5.425 2.812
C 2.066 -5.369 4.309
C 2.505 -6.449 5.072
C 2.433 -6.422 6.451
C 1.906 -5.314 7.095
C 1.452 -4.236 6.346
C 1.528 -4.263 4.968
C 0.288 -4.354 1.537
S 1.417 -3.436 0.679
C -3.311 -4.994 2.050
C -3.438 -6.258 1.249
C -4.045 -7.401 1.759
C -4.087 -8.569 1.019
C -3.509 -8.618 -0.239
C -2.893 -7.486 -0.753
C -2.856 -6.319 -0.017
H -2.100 -6.323 3.764
H -0.945 -5.043 4.231
H -0.572 -7.014 1.932
H 0.301 -7.039 3.490
H 2.577 -4.529 2.389
H 2.659 -6.310 2.479
H 2.910 -7.319 4.570
H 2.782 -7.270 7.028
H 1.849 -5.291 8.175
H 1.038 -3.372 6.849
H 1.172 -3.425 4.384
H -3.616 -4.128 1.449
H -3.920 -5.042 2.961
H -4.490 -7.378 2.746
H -4.565 -9.451 1.427
H -3.542 -9.532 -0.818
H -2.435 -7.519 -1.732
H -2.366 -5.439 -0.405
O -2.627 0.409 -3.408
N -3.287 -0.184 -2.510
C -4.112 0.502 -1.694
C -4.868 -0.132 -0.738
C -4.809 -1.509 -0.604
C -3.961 -2.206 -1.451
C -3.212 -1.526 -2.380
H -4.113 1.572 -1.827
H -5.503 0.460 -0.101
H -5.387 -2.021 0.150
H -3.868 -3.277 -1.377
H -2.514 -2.014 -3.045
Cl -2.780 2.251 3.410
C -3.139 3.365 2.111
Cl -4.883 3.627 2.038
Cl -2.343 4.899 2.426
C -2.709 2.774 0.689
O -2.688 3.601 -0.206
O -2.498 1.568 0.707
```

Which charges does Mulliken predict for the atoms? In e, they are: atom 1 (Cs): 1.239, atom 2 (O): -0.818, atom 3 (C): -0.237, atom 4 (N): -0.092, atom 5 (C): -0.917, atom 6 (C): 0.684, atom 7 (C): -0.784, atom 8 (C): -0.204, atom 9 (C): -0.912, atom 10 (C): -0.339, atom 11 (N): -0.044, atom 12 (C): 0.736, atom 13 (C): -0.695, atom 14 (C): -0.289, atom 15 (C): -0.585, atom 16 (C): -0.291, atom 17 (N): -0.434, atom 18 (H): 0.330, atom 19 (H): 0.202, atom 20 (H): 0.391, atom 21 (H): 0.377, atom 22 (H): 0.396, atom 23 (H): 0.620, atom 24 (H): 0.419, atom 25 (H): 0.417, atom 26 (H): 0.360, atom 27 (H): 0.450, atom 28 (S): 0.242, atom 29 (C): -0.352, atom 30 (N): 0.178, atom 31 (C): -0.790, atom 32 (C): -0.717, atom 33 (N): 0.062, atom 34 (C): -1.125, atom 35 (C): 0.601, atom 36 (C): -0.465, atom 37 (C): -0.506, atom 38 (C): -0.380, atom 39 (C): -0.609, atom 40 (C): -0.414, atom 41 (C): -0.173, atom 42 (S): -0.502, atom 43 (C): -1.473, atom 44 (C): 0.812, atom 45 (C): -0.465, atom 46 (C): -0.599, atom 47 (C): -0.390, atom 48 (C): -0.944, atom 49 (C): 0.235, atom 50 (H): 0.357, atom 51 (H): 0.391, atom 52 (H): 0.373, atom 53 (H): 0.378, atom 54 (H): 0.399, atom 55 (H): 0.311, atom 56 (H): 0.341, atom 57 (H): 0.355, atom 58 (H): 0.360, atom 59 (H): 0.385, atom 60 (H): 0.575, atom 61 (H): 0.229, atom 62 (H): 0.468, atom 63 (H): 0.362, atom 64 (H): 0.362, atom 65 (H): 0.369, atom 66 (H): 0.403, atom 67 (H): 0.406, atom 68 (O): -0.769, atom 69 (N): 0.690, atom 70 (C): -0.382, atom 71 (C): -0.601, atom 72 (C): -0.039, atom 73 (C): -0.709, atom 74 (C): -0.207, atom 75 (H): 0.418, atom 76 (H): 0.385, atom 77 (H): 0.374, atom 78 (H): 0.401, atom 79 (H): 0.412, atom 80 (Cl): -0.157, atom 81 (C): 0.485, atom 82 (Cl): -0.206, atom 83 (Cl): -0.156, atom 84 (C): 0.222, atom 85 (O): -0.609, atom 86 (O): -0.584

[2]
Below is a 15-piece molecular cluster, H30O15 overall, with properties calculated with the ωB97M-V functional and the def2-TZVPD basis.

Properties
HOMO: -10.54 eV
Orbital gap: 9.998 eV
LUMO level: -0.54 eV
Relative energy (zero: lowest compared OMol25 entry of this formula, charge and spin): 38.90 kcal/mol

```
45
H30O15 the ωB97M-V functional and the def2-TZVPD basis
O -0.210 2.212 1.411
H 0.549 2.668 1.032
H -0.604 2.831 2.014
O -2.330 2.557 -0.551
H -2.954 2.062 -0.022
H -1.532 2.462 -0.016
O -3.110 0.014 -1.555
H -4.007 -0.212 -1.273
H -2.590 -0.461 -0.914
O 2.336 0.003 0.784
H 2.623 0.692 1.334
H 2.714 0.232 -0.045
O 0.367 0.344 3.513
H -0.430 0.257 4.024
H 0.249 1.128 2.973
O 2.220 -2.080 -1.811
H 2.671 -2.513 -1.086
H 1.267 -2.099 -1.547
O 1.639 3.107 -0.485
H 1.303 2.328 -0.871
H 1.040 3.858 -0.689
O 2.489 0.620 -2.058
H 3.274 1.098 -1.806
H 2.503 -0.289 -1.632
O -0.134 -3.766 0.663
H 0.151 -2.914 0.988
H -0.562 -4.168 1.374
O -0.081 -0.691 0.073
H 0.016 0.025 -0.536
H 0.621 -0.439 0.717
O -2.840 -2.877 0.223
H -1.902 -2.675 0.280
H -3.221 -2.486 1.009
O 0.697 -0.534 -4.061
H -0.218 -0.293 -4.080
H 1.048 0.035 -3.350
O 1.141 -2.056 2.637
H 1.919 -2.457 2.257
H 1.326 -1.085 2.719
O -2.149 0.072 1.403
H -1.876 1.033 1.378
H -1.340 -0.240 0.999
O -0.480 1.224 -1.769
H -1.252 1.550 -1.255
H -0.332 1.925 -2.374
```

Which charges does Mulliken predict for the atoms? In e, they are: atom 1 (O): -0.717, atom 2 (H): 0.293, atom 3 (H): 0.328, atom 4 (O): -0.632, atom 5 (H): 0.392, atom 6 (H): 0.388, atom 7 (O): -0.617, atom 8 (H): 0.292, atom 9 (H): 0.369, atom 10 (O): -0.440, atom 11 (H): 0.253, atom 12 (H): 0.158, atom 13 (O): -0.632, atom 14 (H): 0.298, atom 15 (H): 0.335, atom 16 (O): -0.706, atom 17 (H): 0.317, atom 18 (H): 0.358, atom 19 (O): -0.785, atom 20 (H): 0.462, atom 21 (H): 0.316, atom 22 (O): -0.756, atom 23 (H): 0.365, atom 24 (H): 0.310, atom 25 (O): -0.682, atom 26 (H): 0.372, atom 27 (H): 0.287, atom 28 (O): -0.210, atom 29 (H): 0.121, atom 30 (H): 0.339, atom 31 (O): -0.645, atom 32 (H): 0.317, atom 33 (H): 0.323, atom 34 (O): -0.625, atom 35 (H): 0.335, atom 36 (H): 0.289, atom 37 (O): -0.667, atom 38 (H): 0.319, atom 39 (H): 0.321, atom 40 (O): -0.616, atom 41 (H): 0.139, atom 42 (H): 0.451, atom 43 (O): -0.537, atom 44 (H): 0.130, atom 45 (H): 0.287

[3]
Below is a 2-piece molecular cluster, C4H10NOS overall, with properties calculated with the ωB97M-V functional and the def2-TZVPD basis.

Properties
HOMO: -13.18 eV
Orbital gap: 10.176 eV
Charge: +1
LUMO level: -3.01 eV
Relative energy (zero: lowest compared OMol25 entry of this formula, charge and spin): 63.79 kcal/mol

```
17
C4H10NOS the ωB97M-V functional and the def2-TZVPD basis
C 0.931 0.917 2.240
C -0.413 0.281 2.224
C -1.538 -0.735 -2.861
C 0.864 0.172 -1.806
N 0.803 -0.433 1.740
O 0.518 -0.521 -0.877
S -0.198 0.522 -3.128
H 0.989 1.841 1.569
H 1.348 1.059 3.256
H -0.811 -0.012 3.278
H -1.145 0.647 1.540
H -2.351 -0.178 -2.481
H -1.166 -1.427 -2.166
H -1.572 -1.251 -3.828
H 1.825 0.850 -2.035
H 1.044 -1.004 2.547
H 0.871 -0.728 0.786
```

Which charges does Mulliken predict for the atoms? In e, they are: atom 1 (C): -0.356, atom 2 (C): -0.332, atom 3 (C): -0.766, atom 4 (C): 0.228, atom 5 (N): -0.045, atom 6 (O): -0.664, atom 7 (S): 0.001, atom 8 (H): 0.268, atom 9 (H): 0.311, atom 10 (H): 0.269, atom 11 (H): 0.283, atom 12 (H): 0.299, atom 13 (H): 0.259, atom 14 (H): 0.336, atom 15 (H): 0.247, atom 16 (H): 0.325, atom 17 (H): 0.338

[4]
Below is a 2-piece molecular cluster, C3H12N2S overall, with properties calculated with the ωB97M-V functional and the def2-TZVPD basis.

Properties
HOMO: -8.37 eV
Orbital gap: 9.355 eV
LUMO level: 0.98 eV
Relative energy (zero: lowest compared OMol25 entry of this formula, charge and spin): 42.22 kcal/mol

```
18
C3H12N2S the ωB97M-V functional and the def2-TZVPD basis
C -2.407 -1.526 -2.464
S -1.100 -1.485 -1.155
C -2.095 -1.943 0.330
H -2.596 -0.452 -2.874
H -3.235 -1.778 -1.848
H -2.270 -2.361 -3.223
H -1.469 -2.740 0.943
H -1.962 -1.102 1.121
H -3.260 -2.145 0.194
N 1.360 2.052 2.136
C 2.753 2.124 1.754
N 2.842 2.117 0.300
H 1.085 3.023 2.249
H 1.167 1.966 3.150
H 3.227 3.085 2.061
H 3.199 1.168 2.003
H 2.679 1.153 -0.020
H 2.115 2.824 -0.039
```

Which charges does Mulliken predict for the atoms? In e, they are: atom 1 (C): -0.615, atom 2 (S): -0.081, atom 3 (C): -0.707, atom 4 (H): 0.254, atom 5 (H): 0.141, atom 6 (H): 0.268, atom 7 (H): 0.227, atom 8 (H): 0.240, atom 9 (H): 0.267, atom 10 (N): -0.597, atom 11 (C): -0.393, atom 12 (N): -0.591, atom 13 (H): 0.235, atom 14 (H): 0.214, atom 15 (H): 0.284, atom 16 (H): 0.370, atom 17 (H): 0.248, atom 18 (H): 0.236

[5]
Below is a 2-piece molecular cluster, C2H5FN2O3 overall, with properties calculated with the ωB97M-V functional and the def2-TZVPD basis.

Properties
HOMO (spin up / spin down): -9.59 / -10.66 eV
Orbital gap (spin up / spin down): 9.638 / 8.545 eV
LUMO level (spin up / spin down): 0.05 / -2.12 eV
Spin multiplicity: 3
Relative energy (zero: lowest compared OMol25 entry of this formula, charge and spin): 0.00 kcal/mol

```
13
C2H5FN2O3 the ωB97M-V functional and the def2-TZVPD basis
C 0.222 -0.396 0.010
C 0.293 -0.630 -1.520
N 0.901 0.838 0.435
N -0.525 1.407 2.307
O -0.085 2.254 3.014
O -1.601 0.887 2.174
O -0.039 -1.942 -1.862
F 0.514 1.779 -0.480
H -0.737 -0.437 0.555
H 0.797 -1.248 0.489
H 1.342 -0.606 -1.641
H -0.146 0.177 -2.033
H -0.937 -2.084 -1.447
```

Which charges does Mulliken predict for the atoms? In e, they are: atom 1 (C): -0.279, atom 2 (C): -0.477, atom 3 (N): -0.213, atom 4 (N): 0.781, atom 5 (O): -0.419, atom 6 (O): -0.393, atom 7 (O): -0.489, atom 8 (F): -0.146, atom 9 (H): 0.378, atom 10 (H): 0.281, atom 11 (H): 0.308, atom 12 (H): 0.334, atom 13 (H): 0.334

[6]
Below is a 12-piece molecular cluster, H24O12 overall, with properties calculated with the ωB97M-V functional and the def2-TZVPD basis.

Properties
HOMO: -11.42 eV
Orbital gap: 11.488 eV
LUMO level: 0.07 eV
Relative energy (zero: lowest compared OMol25 entry of this formula, charge and spin): 62.96 kcal/mol

```
36
H24O12 the ωB97M-V functional and the def2-TZVPD basis
O -0.399 -4.183 4.447
H -0.380 -4.006 3.506
H 0.473 -4.526 4.643
O -1.442 3.399 -0.858
H -2.037 3.528 -0.119
H -2.015 3.179 -1.592
O 1.864 3.768 -3.464
H 2.453 4.510 -3.323
H 1.328 3.734 -2.672
O -4.488 -1.057 4.781
H -3.714 -1.579 4.571
H -4.809 -1.424 5.605
O 4.687 1.728 -0.032
H 4.403 1.128 -0.721
H 5.597 1.930 -0.249
O 0.862 -1.318 -5.519
H 0.927 -0.425 -5.180
H 0.977 -1.225 -6.464
O -4.009 2.122 -4.488
H -4.004 1.207 -4.208
H -4.284 2.091 -5.405
O 3.804 -4.236 1.020
H 3.761 -3.575 0.328
H 3.750 -3.735 1.834
O -0.444 -0.908 0.651
H 0.010 -0.074 0.770
H -0.736 -0.895 -0.260
O 4.651 -0.315 3.840
H 5.417 0.030 4.300
H 4.554 0.254 3.077
O -2.774 2.800 3.596
H -3.185 1.939 3.659
H -3.291 3.357 4.178
O -2.784 -2.144 -3.351
H -2.604 -2.948 -2.862
H -2.118 -2.127 -4.038
```

Which charges does Mulliken predict for the atoms? In e, they are: atom 1 (O): -0.637, atom 2 (H): 0.324, atom 3 (H): 0.313, atom 4 (O): -0.641, atom 5 (H): 0.316, atom 6 (H): 0.325, atom 7 (O): -0.645, atom 8 (H): 0.315, atom 9 (H): 0.325, atom 10 (O): -0.638, atom 11 (H): 0.326, atom 12 (H): 0.315, atom 13 (O): -0.637, atom 14 (H): 0.319, atom 15 (H): 0.320, atom 16 (O): -0.644, atom 17 (H): 0.327, atom 18 (H): 0.320, atom 19 (O): -0.634, atom 20 (H): 0.326, atom 21 (H): 0.309, atom 22 (O): -0.634, atom 23 (H): 0.311, atom 24 (H): 0.321, atom 25 (O): -0.640, atom 26 (H): 0.326, atom 27 (H): 0.315, atom 28 (O): -0.638, atom 29 (H): 0.313, atom 30 (H): 0.325, atom 31 (O): -0.642, atom 32 (H): 0.328, atom 33 (H): 0.313, atom 34 (O): -0.640, atom 35 (H): 0.310, atom 36 (H): 0.329